{"formula": "C12H24BrFO10S2Si", "method": "ωB97M-V/def2-TZVPD", "lumo_ev": 0.084, "smiles": "C[C@H](Br)C[Si@@H](CCOC=O)[C@@H](C)F.O=S1(=O)OCCO1.O=S1(=O)OCCO1", "homo_lumo_gap_ha": 0.353, "species": ["Br", "S", "S", "Si", "F", "O", "O", "O", "O", "O", "O", "O", "O", "O", "O", "C", "C", "C", "C", "C", "C", "C", "C", "C", "C", "C", "C", "H", "H", "H", "H", "H", "H", "H", "H", "H", "H", "H", "H", "H", "H", "H", "H", "H", "H", "H", "H", "H", "H", "H", "H"], "xyz": [[0.6820, 3.8052, -0.9271], [-2.1911, 0.0724, 2.9279], [4.9515, 1.2604, -2.9272], [-0.0342, -0.5884, -0.2426], [2.0332, -2.3868, -0.5937], [-1.5539, 0.9789, 4.1238], [-4.7140, -0.5369, -1.8541], [-3.6970, -2.3925, -0.6191], [4.3513, 2.3576, -3.6498], [-3.7072, -0.0251, 3.5215], [-2.2237, 0.8626, 1.7192], [3.8154, 0.1173, -2.6813], [5.8854, 0.4115, -3.9605], [5.6875, 1.4371, -1.6950], [-1.5954, -1.2436, 2.9933], [-2.5985, 1.4411, 4.9785], [-0.5046, 2.2327, -0.5443], [-1.1359, -2.0083, -0.9328], [4.0144, -0.9563, -3.5995], [-2.0975, 2.5286, -0.8281], [-4.4212, -1.1125, -0.6658], [2.3239, -0.9101, 1.5692], [-0.1234, 0.8943, -1.4683], [5.5106, -0.9628, -3.9012], [1.8208, -1.0388, 0.0088], [-2.4290, -2.2058, 0.1068], [-3.6974, 0.3857, 4.8868], [2.0006, -1.8860, 2.1616], [3.5125, -0.8011, 1.5856], [-2.1513, -3.1207, 0.8105], [0.8879, 1.0583, -2.0786], [-2.9470, 2.4070, 4.5988], [-0.4896, -3.0025, -1.0213], [-1.4831, -1.6882, -2.0058], [-0.5833, -0.1441, 1.0311], [-2.4992, -1.2080, 0.7485], [3.6774, -1.8997, -3.1618], [-3.4564, -0.4885, 5.5008], [-2.4629, 3.4555, -0.2133], [6.0746, -1.4318, -3.0880], [-0.9689, 0.7185, -2.2718], [1.8607, 0.0720, 2.0427], [-2.7250, 1.5669, -0.5091], [-2.2217, 2.6426, -1.9885], [2.4614, -0.2813, -0.6286], [5.7436, -1.4670, -4.8421], [-4.7245, -0.5059, 0.2904], [-2.2289, 1.5645, 5.9999], [-4.6751, 0.7760, 5.1791], [3.4313, -0.7453, -4.5017], [-0.3851, 1.9911, 0.6164]], "forces_ev_per_angstrom": [[-0.8004, -0.8801, 0.1610], [0.0556, -0.1670, 0.6817], [0.1448, 0.5853, 0.1750], [0.2064, -0.2597, -1.3621], [0.1305, 1.8198, 1.1543], [-0.3493, -0.9408, -0.7606], [1.8032, -4.0906, 7.7824], [-0.9045, 3.4627, 0.7608], [0.9809, -1.3222, 1.0751], [0.8890, 0.4223, -0.7363], [-0.5787, -0.8975, 1.7314], [0.8969, 0.5537, 0.0812], [-0.8409, 0.6398, 0.3016], [-1.1349, -0.0141, -1.5563], [-0.6283, 1.8417, -0.2364], [-0.6326, 0.4527, 0.1929], [-1.6038, -1.7229, 0.2690], [-0.4413, -1.1064, -0.1297], [-0.0275, -0.4029, -0.6617], [0.5250, -0.3792, -0.0114], [-0.4451, 2.1003, -6.6451], [0.5897, -0.5474, -0.6308], [0.2272, 1.4876, -0.6379], [-0.0725, -0.5825, 0.4336], [1.2893, 0.6985, 0.2277], [1.7982, 0.6781, 0.3763], [0.2561, -0.1132, 0.7844], [0.6217, 2.2438, -1.1233], [-2.6597, -0.3410, 0.0855], [-1.1413, 1.9448, -1.4949], [-2.1314, -0.3203, 1.4430], [-0.0016, -0.0841, 0.0793], [-1.6122, 2.0105, 0.1268], [0.4311, -0.7487, 2.0682], [0.5799, -0.2056, -0.1962], [-0.0296, -2.4784, -1.4153], [0.0154, 0.3050, 0.1599], [-0.0353, 0.1272, 0.0095], [0.6244, -1.7548, -1.3666], [-0.0919, -0.0447, -0.0872], [1.6104, 0.5024, 1.6132], [0.8620, -2.1610, -0.9992], [1.4679, 2.1343, -0.6521], [0.1007, 0.1167, 2.3224], [-1.1074, -1.7046, 1.1689], [-0.0023, 0.3320, 0.0722], [0.8553, -1.6634, -1.3841], [0.1363, -0.1393, -0.2845], [0.1217, -0.0785, -0.3194], [0.0742, -0.0530, 0.0506], [-0.0214, 0.7446, -2.6967]], "lowdin_charge": [0.56, 0.65, 0.67, 0.70, -0.17, -0.18, -0.05, -0.12, -0.23, -0.19, -0.30, -0.23, -0.19, -0.24, -0.24, -0.17, -0.77, -0.21, -0.17, -0.16, -0.14, -0.11, -0.29, -0.17, -0.36, -0.22, -0.17, 0.10, 0.09, 0.15, 0.08, 0.14, 0.09, 0.10, -0.02, 0.06, 0.14, 0.14, 0.09, 0.13, 0.09, 0.09, 0.07, 0.09, 0.10, 0.14, 0.16, 0.14, 0.14, 0.13, 0.07]}